*A*
This record from the OMol25 dataset describes an isolated molecule of C4H5NOS. The level of theory is wB97M-V/def2-TZVPD.

The geometry in XYZ format:
```
12
C4H5NOS | the OMol25 dataset | wB97M-V/def2-TZVPD
C 0.94611 1.72302 -2.23187
C -0.28499 1.15950 -2.27335
C -1.00854 0.30726 -1.33715
N -0.72708 -0.03188 -0.06045
O 0.59550 0.35063 0.33482
C 0.65577 -0.15179 1.58222
S -0.17332 -1.66693 1.90295
H 1.55007 1.82351 -1.31311
H 1.10597 2.37038 -3.18111
H -0.77625 1.18070 -3.17125
H -1.98127 -0.00506 -1.64759
H 1.35012 0.49153 2.17128
```

SMILES ... C=C/C=N\OC=S
Total charge ... 0
Molecular weight ... 115.16 g/mol
Orbital gap ... 7.78 eV

Population analysis type Mulliken, resulting atomic charges in e: atom 1 (C): -0.514, atom 2 (C): -0.177, atom 3 (C): -0.109, atom 4 (N): -0.394, atom 5 (O): -0.085, atom 6 (C): 0.004, atom 7 (S): -0.215, atom 8 (H): 0.313, atom 9 (H): 0.223, atom 10 (H): 0.301, atom 11 (H): 0.354, atom 12 (H): 0.300

---

*B*
This record from the OMol25 dataset describes an isolated molecule of C4H5NOS. The level of theory is wB97M-V/def2-TZVPD.

The geometry in XYZ format:
```
12
C4H5NOS | the OMol25 dataset | wB97M-V/def2-TZVPD
C -0.67459 -0.06757 -0.47980
C -0.29795 -1.26133 0.00302
C 0.08274 1.14055 -0.36839
C 1.06688 -1.56257 0.47648
N 0.77458 1.48639 0.69413
O 2.05828 -1.38983 -0.19043
S 0.94326 0.71967 2.14089
H -1.63033 0.02603 -0.98361
H -0.97039 -2.10736 -0.02781
H 0.01940 1.86409 -1.16838
H 1.11258 -2.07041 1.45996
H 1.23882 2.39255 0.64554
```

Total charge ... 0
Molecular weight ... 115.16 g/mol
Orbital gap (spin up / spin down) ... 7.50 / 7.50 eV

Population analysis type Mulliken, resulting atomic charges in e: atom 1 (C): -0.266, atom 2 (C): -0.185, atom 3 (C): -0.044, atom 4 (C): -0.325, atom 5 (N): -0.166, atom 6 (O): -0.454, atom 7 (S): -0.275, atom 8 (H): 0.342, atom 9 (H): 0.364, atom 10 (H): 0.368, atom 11 (H): 0.376, atom 12 (H): 0.264

---

*C*
This record from the OMol25 dataset describes a structure of composition C4H5NOS. The level of theory is wB97M-V/def2-TZVPD.

The geometry in XYZ format:
```
12
C4H5NOS | the OMol25 dataset | wB97M-V/def2-TZVPD
C 1.18588 -1.12689 -0.98960
C 0.94993 -0.03511 -0.08697
C -0.94372 0.13733 0.36077
C -1.11868 1.41047 1.06608
N 0.55087 -2.21347 -0.82862
O -1.58710 -0.72437 -0.10357
S 1.98906 0.99055 0.42352
H 1.79394 -0.97531 -1.91688
H -1.31978 1.61497 2.15852
H -0.18821 1.99573 1.03180
H -1.91949 1.86017 0.42098
H 0.60730 -2.93408 -1.53605
```

Total charge ... 0
Molecular weight ... 115.16 g/mol
Orbital gap ... 7.45 eV

Population analysis type Mulliken, resulting atomic charges in e: atom 1 (C): -0.095, atom 2 (C): 0.187, atom 3 (C): 0.669, atom 4 (C): -0.879, atom 5 (N): -0.511, atom 6 (O): -0.400, atom 7 (S): -0.321, atom 8 (H): 0.339, atom 9 (H): 0.289, atom 10 (H): 0.240, atom 11 (H): 0.242, atom 12 (H): 0.240

---

*D*
This record from the OMol25 dataset describes an isolated molecule of C4H5NOS. The level of theory is wB97M-V/def2-TZVPD.

The geometry in XYZ format:
```
12
C4H5NOS | the OMol25 dataset | wB97M-V/def2-TZVPD
C 0.32925 1.61923 -0.04734
C 0.27447 0.12918 0.01046
C 1.38778 -0.61076 0.00230
O 1.09888 -1.94783 -0.06684
N -0.30023 -2.06817 -0.03349
C -0.78163 -0.86416 -0.02004
S -2.48266 -0.44574 -0.06151
H 1.38429 2.00741 -0.04902
H -0.19745 2.00342 -0.89974
H -0.18885 2.06860 0.86873
H 2.41605 -0.30542 -0.04687
H -2.93989 -1.58575 0.34335
```

SMILES ... Cc1conc1S
Total charge ... 0
Molecular weight ... 115.16 g/mol
Orbital gap ... 10.09 eV

Population analysis type Mulliken, resulting atomic charges in e: atom 1 (C): -1.101, atom 2 (C): 0.673, atom 3 (C): -0.482, atom 4 (O): -0.188, atom 5 (N): -0.404, atom 6 (C): 0.318, atom 7 (S): -0.269, atom 8 (H): 0.317, atom 9 (H): 0.305, atom 10 (H): 0.274, atom 11 (H): 0.413, atom 12 (H): 0.143

---

Q: Which of them is the least stable? A: *A*.